DFT (ωB97M-V with the def2-TZVPD basis set) results for a 2-piece molecular cluster, C4H12N2O overall.

Computed properties:
ΔE to the lowest compared entry with this formula, charge and spin (kcal/mol): 107.6
Lowest unoccupied orbital energy (eV): -0.1510
Highest occupied orbital energy (eV): -6.767

Atoms and positions in Å:
N (0.78564, -1.36276, 1.52219)
C (-0.24386, -1.68236, 0.48355)
O (-0.66652, -2.88528, 0.36114)
H (1.58179, -1.93865, 1.26404)
H (0.43256, -1.78915, 2.37192)
H (-1.03916, -0.86453, 0.67799)
H (0.29295, -1.22430, -0.46907)
C (1.40351, 2.58597, 0.18348)
C (0.42998, 1.50282, -0.10704)
C (-0.40475, 1.53987, -1.12190)
N (-1.31062, 0.40419, -1.39023)
H (1.12284, 3.52338, -0.29267)
H (1.50984, 2.71352, 1.26236)
H (2.38123, 2.26423, -0.19808)
H (0.48179, 0.62261, 0.51760)
H (-0.54882, 2.36436, -1.79919)
H (-0.94509, -0.47200, -0.96100)
H (-2.21210, 0.56102, -0.94491)
H (-1.47482, 0.23624, -2.37562)

DFT (ωB97M-V with the def2-TZVPD basis set) results for an isolated molecule of C4H12N2O.

Computed properties:
ΔE to the lowest compared entry with this formula, charge and spin (kcal/mol): 33.3
Lowest unoccupied orbital energy (eV): 0.8639
Highest occupied orbital energy (eV): -9.077

Atoms and positions in Å:
C (-0.49333, -0.14959, -0.16167)
C (-0.24292, -1.45871, 0.61608)
C (0.31328, -1.20530, 2.02269)
O (-0.68423, -0.48536, 2.74839)
N (0.71556, 0.30528, -0.83274)
C (0.52416, 1.56845, -1.56078)
N (-0.20423, 1.38540, -2.80262)
H (-1.28559, -0.36083, -0.87264)
H (-0.90653, 0.60269, 0.51872)
H (0.50605, -2.06112, 0.10884)
H (-1.19975, -1.96033, 0.76046)
H (1.21799, -0.59954, 1.96321)
H (0.45693, -2.15838, 2.53538)
H (-0.33749, -0.20203, 3.59923)
H (1.39363, 0.51674, -0.10541)
H (-0.00772, 2.31888, -0.96203)
H (1.52092, 1.95321, -1.78526)
H (-0.09615, 0.42217, -3.10068)
H (-1.19060, 1.56834, -2.68917)

Record-wise Kohn-Sham gap values, in eV: 6.62 9.94